(a)
Computed, not measured: a 2-piece molecular cluster, C4H12 overall, with wB97M-V/def2-TZVPD.

Each line ends with the Löwdin charge.
Geometry (Å):
H 1.0516 3.1203 -0.8464  0.06
C -0.5018 -2.2790 0.5138  -0.16
H 0.0717 -0.4234 1.6637  0.06
H -0.0800 -2.0987 -0.4794  0.05
C 0.6548 0.9419 -1.3222  -0.18
H -1.4609 -1.0592 2.0702  0.06
H -0.4574 2.5701 -0.3350  0.06
H -0.2619 0.3698 -1.4108  0.05
H 1.0801 2.1470 0.4749  0.06
C 0.5607 2.2040 -0.4869  -0.18
H 1.4145 0.3275 -0.8232  0.06
H 1.0768 1.0250 -2.3263  0.06
H 0.3519 -2.8208 0.9276  0.06
H -1.3027 -0.2192 0.6110  0.05
H -1.4199 -2.8517 0.5450  0.06
C -0.7775 -0.9538 1.2240  -0.19

## Properties
* orbital gap: 12.618 eV
* SMILES string: CC.CC
* LUMO: 1.17 eV
* 2S+1: 1
* HOMO energy: -0.4207 Eh

---

(b)
Computed, not measured: a 2-piece molecular cluster, C4H12 overall, with wB97M-V/def2-TZVPD.

Each line ends with the Löwdin charge.
Geometry (Å):
C 0.4470 -1.2129 1.9850  -0.15
C -0.3745 1.6074 -0.5508  -0.17
H 0.7737 1.5329 -0.6444  0.10
H 0.4898 -2.6158 0.0496  0.07
H -0.6682 1.9392 -2.7375  0.04
H 0.3130 -0.1687 2.1028  0.02
H -0.6892 0.7549 0.0204  0.03
H 1.3263 -1.4261 2.5780  0.04
H 2.0308 -2.0301 0.7518  0.03
H -2.0826 1.8821 -1.8639  0.07
C -1.0765 1.4374 -1.9011  -0.17
H 0.9667 -1.1025 -0.3389  0.05
H -0.7016 2.5510 -0.1947  0.04
H -1.1944 0.3840 -2.1034  0.05
H -0.5684 -1.7774 2.2497  0.11
C 1.0082 -1.7555 0.5975  -0.18

## Properties
* orbital gap: 12.461 eV
* SMILES string: CC.CC
* LUMO: 1.14 eV
* 2S+1: 1
* HOMO energy: -0.4161 Eh

---

(c)
Computed, not measured: a 2-piece molecular cluster, C4H12 overall, with wB97M-V/def2-TZVPD.

Each line ends with the Löwdin charge.
Geometry (Å):
H 2.8894 1.3709 -0.5074  0.06
C -2.4338 -0.4810 1.5094  -0.15
C 2.0866 -0.6283 -0.5813  -0.18
H -2.0000 1.5119 0.5759  0.06
H 2.9160 0.7005 -2.0453  0.06
H -2.6736 0.3523 -0.3598  0.06
H 1.0742 -0.9599 -0.3472  0.05
H -1.7147 -1.2308 1.8425  0.06
H 2.2224 -1.4955 -1.2540  0.07
H -3.0815 -1.1740 0.9646  0.05
C 2.2681 0.7621 -1.1664  -0.16
H 1.3491 1.2867 -1.4099  0.06
H -0.8946 0.2971 -0.0015  0.03
H -2.9619 0.0907 2.2566  0.06
C -1.8875 0.4392 0.3904  -0.16
H 2.8417 -0.8419 0.1334  0.05

## Properties
* orbital gap: 12.276 eV
* SMILES string: CC.CC
* LUMO: 1.14 eV
* 2S+1: 1
* HOMO energy: -0.4091 Eh

---

(d)
Computed, not measured: a 2-piece molecular cluster, C4H12 overall, with wB97M-V/def2-TZVPD.

Each line ends with the Löwdin charge.
Geometry (Å):
H 0.7672 -1.6051 1.5631  0.06
H 1.2069 -0.0559 -1.7737  0.07
H -1.0953 0.1249 1.7781  0.06
H -2.2963 -1.2602 1.7278  0.06
H -0.1947 0.4611 -0.8359  0.03
C -0.2349 -1.8727 1.8921  -0.17
H -0.1784 -2.0452 2.9694  0.06
C 0.7939 0.7548 -1.1765  -0.16
C -1.3200 -0.8870 1.4379  -0.17
H -1.2499 -0.7581 0.3587  0.03
H 0.1291 2.8824 -1.6405  0.06
H 1.7045 2.2296 -2.3093  0.06
C 0.6581 2.0180 -2.0278  -0.18
H 0.2943 1.9041 -3.0589  0.06
H 1.5045 0.9596 -0.3792  0.07
H -0.4890 -2.8502 1.4748  0.06

## Properties
* orbital gap: 12.546 eV
* SMILES string: CC.CC
* LUMO: 1.16 eV
* 2S+1: 1
* HOMO energy: -0.4186 Eh

---

What should be chosen as the least stable of them? Choose (b).

---

(a)
Computed, not measured: a 2-piece molecular cluster, C4H12 overall, with wB97M-V/def2-TZVPD.

Each line ends with the Löwdin charge.
Geometry (Å):
H 0.2244 1.6064 -2.8997  0.06
H -0.4592 0.3757 0.8653  0.03
H 0.9781 0.4843 -0.2779  0.02
H -0.8443 0.4142 2.4983  0.07
H 0.4505 0.0206 -2.8494  0.06
H -0.7805 0.8427 -1.7323  0.05
C 0.2272 0.8062 -2.1268  -0.18
H -1.5038 -1.7150 0.6287  0.06
C -1.2671 -1.4477 1.6654  -0.18
H 0.6570 -0.5463 1.9603  0.07
H 1.8918 1.9664 -1.0799  0.07
H -2.0915 -1.5638 2.3523  0.05
H -0.7198 -2.3858 1.8980  0.06
C 1.3941 1.0033 -1.1429  -0.15
C -0.3596 -0.2298 1.7615  -0.16
H 2.2026 0.3687 -1.5210  0.06

## Properties
* orbital gap: 12.483 eV
* SMILES string: CC.CC
* LUMO: 1.15 eV
* 2S+1: 1
* HOMO energy: -0.4166 Eh

---

(b)
Computed, not measured: a 2-piece molecular cluster, C4H12 overall, with wB97M-V/def2-TZVPD.

Each line ends with the Löwdin charge.
Geometry (Å):
C -0.8434 -0.8218 1.7202  -0.17
H 1.0810 2.1710 -2.2017  0.06
H 1.5117 0.5424 -0.4454  0.05
H 3.0890 0.6199 -1.3411  0.06
H -2.6315 -1.5912 2.6841  0.06
H 2.0464 -0.6781 -1.6407  0.06
H 0.1621 0.7227 -2.5143  0.06
H -2.4392 0.1320 2.8499  0.06
H -0.4037 0.1810 1.6048  0.05
H -0.2083 -1.3789 2.3950  0.06
C 2.0317 0.3867 -1.3864  -0.17
H 1.5940 0.9772 -3.4344  0.06
C 1.1796 1.1093 -2.4313  -0.18
C -2.3078 -0.6936 2.1496  -0.18
H -0.8414 -1.0766 0.6563  0.06
H -3.0201 -0.6020 1.3355  0.06

## Properties
* orbital gap: 12.610 eV
* SMILES string: CC.CC
* LUMO: 1.10 eV
* 2S+1: 1
* HOMO energy: -0.4232 Eh

---

(c)
Computed, not measured: a 2-piece molecular cluster, C4H12 overall, with wB97M-V/def2-TZVPD.

Each line ends with the Löwdin charge.
Geometry (Å):
H -1.6485 -2.5557 0.2110  0.07
C 1.2748 0.7845 0.7244  -0.14
H -3.0370 -1.6283 -0.4669  0.05
H -1.0765 0.0994 -0.8231  0.06
H -0.0368 -1.2245 -1.2479  0.03
H 1.0196 2.7214 1.7388  0.06
H 0.5745 0.1429 1.2958  0.07
H 0.8046 1.1343 -0.1940  0.04
H 2.0160 0.1446 0.3674  0.02
H 2.5021 1.9792 2.1858  0.00
C -1.0473 -0.9148 -1.3464  -0.13
H -1.3119 -0.6093 -2.3132  0.02
C 1.8775 2.1260 1.4108  -0.11
H 2.3022 2.7174 0.6058  0.06
C -2.0600 -2.0766 -0.7244  -0.11
H -2.1534 -2.8405 -1.4237  0.01

## Properties
* orbital gap: 12.893 eV
* SMILES string: CC.CC
* LUMO: 1.15 eV
* 2S+1: 1
* HOMO energy: -0.4316 Eh

---

(d)
Computed, not measured: a 2-piece molecular cluster, C4H12 overall, with wB97M-V/def2-TZVPD.

Each line ends with the Löwdin charge.
Geometry (Å):
C 1.2455 1.5755 -0.6358  -0.15
H 0.2541 1.2486 1.4102  0.04
H -0.7908 1.8309 0.0996  0.07
H 0.0631 -2.7620 -0.8367  0.10
H -1.4820 -0.8508 0.7008  0.03
H 0.3143 2.9076 0.8830  0.08
C 0.2386 1.8230 0.5183  -0.18
C -1.0529 -1.8185 0.6790  -0.19
C -0.2863 -1.6675 -0.5888  -0.18
H 0.5401 -0.8696 -0.7131  0.05
H -0.9065 -1.3994 -1.3846  0.04
H 0.7589 1.6590 -1.4876  0.00
H 1.4902 0.4471 -0.4325  0.07
H -1.9251 -2.4778 0.7058  0.07
H -0.5610 -1.9150 1.6679  0.08
H 2.0998 2.2689 -0.5854  0.07

## Properties
* orbital gap: 12.175 eV
* SMILES string: CC.CC
* LUMO: 1.18 eV
* 2S+1: 1
* HOMO energy: -0.4041 Eh

---

What should be chosen as the least stable of them? Choose (d).

---

(a)
Computed, not measured: a 2-piece molecular cluster, C4H12 overall, with wB97M-V/def2-TZVPD.

Each line ends with the Löwdin charge.
Geometry (Å):
H -1.4233 -2.0408 -1.2591  0.07
C 1.7881 -0.0357 1.0326  -0.15
C -1.0375 -1.0230 -1.1343  -0.17
H 0.9077 1.1089 -0.6701  0.06
H -2.8503 0.2199 -0.8200  0.06
H 0.3151 1.5631 0.9625  0.05
H 2.8271 -0.2552 0.7927  0.06
H 1.8872 2.0226 0.4010  0.06
C -1.9305 -0.1242 -0.3369  -0.17
H 1.1726 -0.8697 0.7012  0.03
H -1.4250 0.7607 0.0432  0.03
C 1.1579 1.1961 0.3841  -0.17
H -0.5753 -0.6614 -2.0461  0.07
H -0.2296 -1.3779 -0.4816  0.04
H -2.2973 -0.5544 0.6050  0.07
H 1.7620 -0.0103 2.1155  0.06

## Properties
* orbital gap: 12.384 eV
* SMILES string: CC.CC
* LUMO: 1.23 eV
* 2S+1: 1
* HOMO energy: -0.4098 Eh

---

(b)
Computed, not measured: a 2-piece molecular cluster, C4H12 overall, with wB97M-V/def2-TZVPD.

Each line ends with the Löwdin charge.
Geometry (Å):
H -0.9369 -1.8631 0.5642  0.06
C -0.4338 -1.6024 1.4884  -0.18
H 0.6503 2.3533 -2.2265  0.06
H -0.8908 -0.6468 1.8134  0.06
C 0.4348 1.5208 -1.5524  -0.17
H -1.3453 0.4846 -0.9710  0.05
H 1.6168 -0.7259 1.7744  0.06
H -0.7527 -2.1788 2.3532  0.06
C -1.0555 1.5280 -1.1292  -0.16
H -1.6268 1.8484 -1.9992  0.06
H -1.2413 2.0487 -0.1951  0.06
H 1.4365 -1.0495 0.3234  0.05
C 1.0540 -1.5084 1.2593  -0.18
H 1.3923 -2.5442 1.1912  0.07
H 1.0927 1.7935 -0.7242  0.06
H 0.6059 0.5417 -1.9699  0.05

## Properties
* orbital gap: 12.211 eV
* SMILES string: CC.CC
* LUMO: 1.13 eV
* 2S+1: 1
* HOMO energy: -0.4073 Eh

---

What should be chosen as the least stable of them? Choose (b).